Entry 1:
16
Properties=species:S:1:pos:R:3:forces:R:3 method="wB97M-V/def2-TZVPD" lumo_ev=0.70 homo_energy_ev=-8.59 total_charge=0 energy_ev=-19125.95720
C -0.681 -0.375 0.103 -4.7912 1.7340 -1.7416
C 0.573 -1.120 0.234 -0.6046 -2.8541 -1.8573
C 1.618 0.020 0.560 -1.5573 -1.0136 -3.2590
C 0.920 1.306 -0.003 2.6291 0.1265 1.4334
C -0.339 1.043 -0.281 -3.0200 0.6798 -0.0641
H -3.869 -0.813 -0.191 -1.1408 -1.8170 0.7173
H -3.331 0.660 -0.015 0.6317 -1.3974 -1.1432
H 0.611 -1.409 -1.092 0.6897 0.7113 3.9292
H 0.498 -2.222 0.748 0.5018 3.1391 -0.9190
H 1.929 0.192 1.547 0.2784 -0.3128 1.5005
H 3.800 0.504 -0.123 -0.5446 -1.3644 -0.6568
H 1.606 2.226 0.089 -1.7084 -1.2290 -0.7349
H -1.266 1.685 -0.618 2.4642 -0.9432 0.5470
N -3.122 -0.277 -0.502 3.2880 3.8077 1.2111
N -1.899 -0.849 0.039 0.9824 -1.3309 0.3173
S 2.953 -0.571 -0.494 1.9016 2.0641 0.7201



Entry 2:
16
Properties=species:S:1:pos:R:3:forces:R:3 method="wB97M-V/def2-TZVPD" lumo_ev="-5.07 / -5.23" homo_energy_ev="-13.84 / -11.84" total_charge=+1 energy_ev=-9773.83702
C -1.054 0.860 0.873 -0.3253 -0.7125 0.3847
C -0.667 -0.492 0.687 -0.3263 0.6513 0.4775
C 0.747 -0.395 -1.318 0.3457 -1.5173 0.6514
C -0.569 1.958 0.333 0.6760 -0.1614 -1.5408
C 0.613 -2.391 0.066 0.1772 -0.9269 -0.1374
N 0.668 0.745 -1.729 -0.7462 1.8881 0.3173
N 0.312 -0.977 -0.047 -0.1165 0.3848 -0.4168
N -0.204 3.138 0.073 0.1661 0.1930 0.2221
H -1.917 1.000 1.523 0.0250 0.0426 -0.0176
H -1.221 -1.207 1.282 0.1511 -0.0084 0.0488
H 1.200 -1.197 -1.910 0.1145 0.0693 -0.1188
H 0.034 -2.983 -0.647 0.0050 0.0511 0.0246
H 1.674 -2.546 -0.142 -0.1118 0.0408 0.0826
H 0.393 -2.750 1.069 0.0557 0.1471 -0.0267
H 0.208 3.754 0.775 -0.1308 -0.0573 -0.0274
H -0.217 3.483 -0.886 0.0406 -0.0843 0.0765



Entry 3:
16
Properties=species:S:1:pos:R:3:forces:R:3 method="wB97M-V/def2-TZVPD" lumo_ev="-3.52 / -7.92" homo_energy_ev="-13.91 / -14.89" total_charge=+1 spin_multiplicity=3 energy_ev=-9772.35568
C 1.434 -1.441 -0.584 2.0071 -2.1923 0.4752
C 0.328 -0.742 -0.305 2.6853 4.1076 -0.1145
C 1.131 0.853 -0.160 -2.8212 -3.8511 0.5673
C -1.869 -0.028 0.573 -0.1374 -0.5520 0.3418
C -1.018 -1.090 -0.098 -4.4960 -0.2431 -0.3469
N 2.581 -0.690 -0.414 0.0605 1.2007 -1.1490
N 2.355 0.542 -0.459 2.0648 -1.4747 -0.4501
N 0.794 2.079 0.046 -0.3897 2.1743 0.0240
H 1.702 -2.510 -0.720 -1.0976 0.7412 0.1509
H -2.926 -0.192 0.780 0.3700 -1.0647 0.4345
H -1.967 0.768 -0.052 0.1016 2.6096 -2.0530
H -1.309 0.297 1.378 0.4566 0.8523 2.4024
H -1.669 -1.138 -1.023 1.4505 -1.2316 0.3414
H -1.134 -1.927 0.595 0.3342 -0.6662 -0.7516
H 0.180 2.407 0.766 -0.9477 -0.3009 -0.0613
H 1.388 2.813 -0.324 0.3588 -0.1094 0.1889



Entry 4:
18
Properties=species:S:1:pos:R:3:forces:R:3 method="wB97M-V/def2-TZVPD" lumo_ev=0.24 homo_energy_ev=-10.25 total_charge=0 energy_ev=-21120.36041 smiles="N#CC[C@](C#N)(CN)[PH2]=O"
N -0.396 0.118 3.724 0.0480 -0.0371 0.1419
C -0.672 0.142 2.613 0.0057 -0.0179 -0.0877
C -1.075 0.181 1.211 -0.0625 -0.0993 -0.0765
C 0.081 0.029 0.183 -0.0111 0.0777 0.0455
C 1.383 0.380 0.751 -0.1333 0.0855 -0.0875
N 2.409 0.629 1.196 0.0943 0.0038 0.1227
C -0.213 0.875 -1.086 0.1027 -0.1031 -0.0559
N 0.998 1.122 -1.839 -0.0507 -0.0626 -0.1359
P 0.151 -1.736 -0.340 0.2048 -0.0859 -0.0497
O 1.290 -2.111 -1.194 -0.0473 0.0262 -0.0564
H -1.810 -0.622 1.073 -0.0665 0.1341 -0.0971
H -1.586 1.128 1.032 -0.0382 -0.0435 0.0232
H -0.989 0.347 -1.662 -0.1200 0.0902 0.1296
H -0.631 1.831 -0.765 0.0485 0.0132 -0.0269
H 0.799 1.720 -2.631 0.0609 0.0140 0.0278
H 1.393 0.256 -2.194 0.0242 0.0131 0.0430
H -0.014 -2.438 0.869 0.0410 0.0060 0.0467
H -1.119 -1.851 -0.940 -0.1004 -0.0145 0.0932



Entry 5:
18
Properties=species:S:1:pos:R:3:forces:R:3 method="wB97M-V/def2-TZVPD" lumo_ev="-5.42 / -5.68" homo_energy_ev="-14.06 / -13.23" total_charge=+1 energy_ev=-12750.28774 smiles="C#CC1=N[N@H+](N)N=C(N)C1"
C -3.660 -0.698 -0.235 -3.7235 -0.1328 -0.6198
C -2.680 -0.035 -0.054 3.4405 -0.1768 0.6161
C -1.283 0.029 0.180 1.9575 6.6672 -1.8023
C 1.070 -0.858 0.009 -1.7682 0.2991 1.5518
C -0.428 -1.154 0.223 1.4244 0.8163 -0.7300
N -0.523 1.583 -0.124 -6.6520 -6.4377 0.7208
N 1.596 0.299 0.096 1.0414 1.0373 -0.4324
N 1.865 -1.930 0.063 1.0866 -0.5842 -0.2193
N 1.424 2.547 -0.517 1.4287 0.6068 0.8060
N 0.770 1.522 0.217 2.1656 -1.2425 -1.2472
H -4.730 -0.945 -0.429 1.5431 -0.0234 0.2889
H -0.404 -1.648 1.163 -0.5766 -0.5357 1.0136
H -0.761 -1.819 -0.542 -0.3747 -0.8003 -0.4492
H 1.495 -2.869 0.290 0.5519 1.1319 -0.4350
H 2.888 -1.730 0.104 -1.3155 -0.6018 -0.0174
H 1.381 2.546 -1.541 -0.6247 -0.7653 0.6718
H 1.139 3.417 -0.102 -0.1317 0.3451 -0.2435
H 0.841 1.746 1.200 0.5273 0.3967 0.5272



Entry 6:
15
Properties=species:S:1:pos:R:3:forces:R:3 method="wB97M-V/def2-TZVPD" lumo_ev=3.98 homo_energy_ev=-1.92 total_charge=-1 energy_ev=-8849.35179 smiles="C=CN([O-])C(=C)C"
C 2.690 0.645 0.063 0.9138 1.3914 1.1142
C -1.534 -1.572 0.263 0.9439 1.2540 -0.6688
C 1.373 0.517 0.042 -3.7493 -0.0539 0.1232
C -0.871 -0.418 -0.038 0.8853 -3.2146 1.2417
C -1.549 0.853 -0.187 -1.8638 1.3853 -0.3071
N 0.499 -0.559 -0.213 2.1623 -0.4090 -0.2769
O 0.995 -1.905 -0.316 -0.2501 2.5958 0.1891
H 3.092 1.561 0.612 -0.3664 -1.3072 -1.2624
H 3.305 -0.169 -0.214 0.7191 -0.6298 0.0225
H -0.936 -2.469 0.304 -0.2698 -0.1391 0.0725
H -2.584 -1.510 0.269 -1.2437 -0.3043 0.2092
H 0.753 1.420 0.299 0.7653 -0.8183 -0.1035
H -1.472 1.605 0.636 -0.2221 -0.8052 -0.2520
H -2.628 0.653 -0.489 1.1667 0.3861 0.8168
H -1.133 1.349 -1.031 0.4088 0.6687 -0.9185



Entry 7:
15
Properties=species:S:1:pos:R:3:forces:R:3 method="wB97M-V/def2-TZVPD" lumo_ev="-6.26 / -6.26" homo_energy_ev="-13.79 / -13.79" total_charge=+1 energy_ev=-8835.65419
C -0.241 -1.471 0.661 0.7708 2.2765 -1.0960
C -0.386 -2.447 1.432 -2.0585 -1.1486 -2.0428
C 0.328 0.264 -0.688 -0.0551 -0.3875 2.3918
C 0.728 -0.366 -1.913 -0.9241 -0.5828 -1.5876
C -0.421 1.854 1.066 0.8086 0.6898 2.2673
N 0.076 1.437 -0.200 -0.5141 -3.9004 -1.1044
O 0.321 2.277 -1.090 0.3631 1.3578 -0.6203
H -0.114 -2.871 2.312 1.7517 -0.2989 3.0091
H -1.101 -3.289 1.175 0.1106 1.0679 -0.8648
H -0.210 -0.433 -2.474 -0.0646 -0.1960 -0.3293
H 1.134 -1.375 -1.890 0.0795 0.1373 0.6525
H 1.362 0.232 -2.567 0.2919 0.4470 0.5451
H -0.696 1.162 1.900 0.4284 -0.0497 -1.4131
H -1.196 2.554 0.894 -1.0162 0.4697 -0.4054
H 0.415 2.474 1.383 0.0280 0.1178 0.5979



Entry 8:
15
Properties=species:S:1:pos:R:3:forces:R:3 method="wB97M-V/def2-TZVPD" lumo_ev=-3.61 homo_energy_ev=-14.94 total_charge=+1 energy_ev=-8842.43588 smiles=C#C[C@@H]1[NH2+]CCO1
C -1.667 -2.064 -1.246 -0.2656 -0.6764 0.2390
C -1.214 -0.964 -1.203 0.3246 1.0988 0.4470
C -0.648 0.322 -0.736 -1.8776 -0.5846 -0.9768
N 0.868 0.137 -0.719 0.2193 1.1336 1.9229
C 1.169 0.225 0.756 -0.0615 0.0506 1.8228
C -0.012 0.980 1.398 -0.5140 -1.1420 -1.6143
O -1.125 0.576 0.552 1.1655 -0.0695 0.2893
H -2.088 -3.041 -1.143 0.0180 0.0491 -0.3859
H -0.943 1.178 -1.355 0.5881 -0.2109 -0.3205
H 1.372 0.891 -1.185 -0.0651 -0.3678 -0.5512
H 1.131 -0.811 -0.987 0.0248 0.2693 -0.7544
H 2.061 0.769 1.081 0.3039 -0.3954 -0.9277
H 1.208 -0.811 1.100 0.0254 0.2885 0.1368
H 0.123 2.063 1.313 -0.0613 -0.1359 0.5376
H -0.235 0.550 2.373 0.1757 0.6925 0.1353



Entry 9:
15
Properties=species:S:1:pos:R:3:forces:R:3 method="wB97M-V/def2-TZVPD" lumo_ev="-5.94 / -5.94" homo_energy_ev="-15.00 / -15.00" total_charge=+1 energy_ev=-8838.51108
C -1.571 -0.151 0.398 3.4416 -1.2194 -0.3479
C -2.474 0.870 -0.076 0.1170 1.3889 -0.3054
C 0.900 -1.571 -0.365 0.7486 -0.5790 -1.0374
C 1.326 -0.437 0.547 1.0244 0.5926 -0.1379
C 1.445 0.937 -0.053 -0.1071 -0.0141 -0.0917
N 0.134 -1.147 0.723 -4.1744 1.0800 1.6320
O -2.709 -0.572 0.182 -0.6636 -1.2461 0.2544
H -2.956 1.551 0.610 -0.0909 -0.1212 0.1834
H -2.460 1.140 -1.128 -0.0348 -0.1380 0.1024
H 0.712 -1.276 -1.388 -0.0116 0.2587 -0.0594
H 1.206 -2.609 -0.257 -0.0659 0.0478 -0.0662
H 1.991 -0.587 1.398 -0.1143 -0.1014 -0.0710
H 1.096 1.685 0.657 -0.0168 0.0334 0.0983
H 0.874 1.020 -0.974 -0.0785 0.0261 -0.1121
H 2.488 1.148 -0.274 0.0263 -0.0083 -0.0414



Entry 10:
15
Properties=species:S:1:pos:R:3:forces:R:3 method="wB97M-V/def2-TZVPD" lumo_ev="-7.12 / -7.56" homo_energy_ev="-14.92 / -14.74" total_charge=+1 energy_ev=-8840.45926
C 0.474 1.003 0.153 -0.7750 -1.4441 -0.4129
C 0.363 0.498 -1.122 2.4433 1.0530 -1.8438
C -0.082 0.151 1.199 1.0175 2.9684 0.7146
C -0.185 0.857 2.492 -0.1529 -2.1893 2.6105
C -0.336 -1.658 -2.050 2.1503 -0.5911 -4.0890
N -0.380 -0.458 -1.418 -0.9594 0.7161 0.8199
O -0.510 -0.902 0.896 -1.3916 -3.1774 -0.9128
H 0.918 1.882 0.385 1.4632 2.5661 0.3840
H 1.157 0.792 -1.927 -1.2443 -0.1964 1.2213
H -1.264 0.824 2.799 0.9213 0.8934 -0.3178
H 0.293 0.267 3.355 -0.5274 0.3408 -1.3910
H 0.404 1.750 2.473 -0.5808 0.9596 0.1114
H -0.772 -2.227 -1.327 -2.0271 -2.4831 1.5322
H -0.894 -1.647 -3.079 0.8295 -0.1980 2.0286
H 0.721 -2.091 -2.101 -1.1666 0.7818 -0.4553



Entry 11:
15
Properties=species:S:1:pos:R:3:forces:R:3 method="wB97M-V/def2-TZVPD" lumo_ev="-6.91 / -7.11" homo_energy_ev="-13.00 / -15.78" total_charge=+1 spin_multiplicity=3 energy_ev=-8838.89620
C -0.707 0.680 1.704 -0.3429 1.6664 1.0638
C -0.024 0.701 0.533 0.3341 -0.9135 -0.0972
C -2.063 0.174 2.127 0.0203 0.7625 -0.9406
C 0.111 -0.257 -0.471 -1.5348 0.8163 1.1605
C 0.226 0.169 -1.841 1.8281 -2.6318 -0.1153
N -2.912 -0.214 1.031 0.5518 -1.6992 -2.9559
O -2.532 -0.424 -0.132 -0.6196 0.2915 1.7470
H -0.394 1.488 2.385 -0.0972 -0.4120 -0.1183
H 0.538 1.597 0.302 0.1477 0.3429 0.3218
H -2.032 -0.604 2.888 -0.0494 0.0923 0.2704
H -2.684 1.049 2.398 0.9178 -0.0771 1.1712
H 0.097 -1.299 -0.202 -0.1377 -0.3653 -0.0104
H -0.655 0.656 -2.117 -1.4129 1.2625 -0.4386
H 0.290 -0.767 -2.402 0.3440 0.5781 -0.6073
H 1.114 0.789 -1.934 0.0506 0.2865 -0.4511



Entry 12:
15
Properties=species:S:1:pos:R:3:forces:R:3 method="wB97M-V/def2-TZVPD" lumo_ev="-4.43 / -8.04" homo_energy_ev="-12.73 / -15.12" total_charge=+1 spin_multiplicity=3 energy_ev=-8836.77018
C 0.012 -0.577 0.305 -1.8047 -1.2255 -0.2731
C -1.215 0.059 -0.302 3.5480 -2.0271 -0.6067
C 1.208 0.103 0.021 0.6831 -2.4879 2.6286
C -2.338 -0.368 -1.111 1.6843 0.7037 1.9820
C 2.390 -0.184 0.850 0.4380 -0.1416 -2.0987
N -0.698 1.165 0.016 -2.5374 5.6364 0.8724
O -0.566 2.234 0.567 -0.4133 0.0342 -0.7517
H -0.318 -1.271 1.129 1.4703 0.0900 -0.9553
H 1.196 0.788 -0.783 0.4018 0.5092 -0.7528
H -2.965 -0.883 -0.523 -2.6144 -2.0837 2.2890
H -2.108 -0.988 -1.873 1.4949 -2.1454 -2.4242
H -2.847 0.398 -1.494 -1.9617 3.3604 -1.3550
H 3.335 -0.055 0.222 -0.8927 -1.7895 0.2940
H 2.131 -0.995 1.523 1.0361 -0.5240 -0.3413
H 2.783 0.576 1.453 -0.5322 2.0910 1.4928